Below is a cluster of 2 separate species, C11H19BO5Si in total, with properties calculated with ωB97M-V/def2-TZVPD.

Geometry (Å):
O 2.105 -1.903 -1.319
C 2.653 -2.358 -0.333
C 1.956 -3.084 0.718
C 2.641 -3.535 1.777
O 2.078 -4.203 2.775
C 4.121 -3.314 1.921
O 4.661 -3.745 2.921
C 4.820 -2.604 0.861
C 4.135 -2.155 -0.198
O 4.700 -1.498 -1.203
H 0.892 -3.237 0.606
H 2.796 -4.403 3.409
H 5.885 -2.460 0.969
H 3.980 -1.286 -1.830
B -1.406 5.410 -1.533
C -2.517 4.344 -1.264
C -1.907 3.143 -0.553
O -2.863 2.087 -0.490
Si -2.327 0.533 -0.162
C -3.108 -0.107 1.421
C -0.469 0.414 0.028
C -2.914 -0.575 -1.563
H -0.502 5.173 -2.277
H -1.387 6.475 -0.995
H -3.354 4.737 -0.704
H -2.855 4.005 -2.240
H -1.643 3.448 0.456
H -1.017 2.849 -1.104
H -2.773 -1.132 1.543
H -4.188 -0.104 1.350
H -2.770 0.446 2.289
H 0.046 0.647 -0.894
H -0.098 1.051 0.823
H -0.222 -0.607 0.296
H -3.309 -1.496 -1.145
H -3.725 -0.112 -2.107
H -2.116 -0.843 -2.246

Results
HOMO	-0.361	hartree
structure (SMILES)	O=C1C=C(O)C(=O)C=C1O.BCCO[Si](C)(C)C
largest force on an atom	0.9	eV Å⁻¹

Results of the natural (NBO) charge analysis, in e, for atoms 1 through 4:
1 O -0.539
2 C 0.475
3 C -0.392
4 C 0.326

---

Below is a structure of composition C65H56ClGeN8O5PSTi at a distorted geometry, with properties calculated with ωB97M-V/def2-TZVPD.

Geometry (Å):
Ti 0.097 -0.812 -0.680
O -0.921 -2.254 -4.496
S 0.027 -1.308 -3.989
O 1.429 -1.598 -4.081
O -0.331 -1.038 -2.526
C -0.258 0.218 -4.857
C -0.267 0.015 -6.234
C -0.441 1.076 -7.104
C -0.609 2.357 -6.599
C -0.598 2.551 -5.231
C -0.430 1.490 -4.329
P -0.335 1.935 -2.556
C 0.888 3.289 -2.675
C 0.685 4.599 -2.255
C 1.730 5.514 -2.288
C 2.984 5.132 -2.733
C 3.192 3.827 -3.157
C 2.154 2.915 -3.125
C -1.926 2.744 -2.199
C -2.094 3.261 -0.915
C -3.290 3.850 -0.539
C -4.350 3.897 -1.433
C -4.207 3.350 -2.698
C -3.002 2.781 -3.083
H -0.147 -0.984 -6.628
H -0.444 0.900 -8.171
H -0.745 3.197 -7.264
H -0.710 3.554 -4.841
H -0.291 4.923 -1.921
H 1.553 6.534 -1.976
H 3.791 5.850 -2.768
H 4.164 3.528 -3.527
H 2.317 1.902 -3.476
H -1.280 3.214 -0.200
H -3.392 4.276 0.449
H -5.284 4.358 -1.145
H -5.034 3.368 -3.394
H -2.914 2.348 -4.069
C -1.219 2.979 12.600
O -1.064 3.763 11.430
C -0.887 3.142 10.254
C -0.916 1.758 10.068
C -0.728 1.241 8.798
C -0.516 2.076 7.702
C -0.482 3.460 7.906
C -0.665 3.986 9.160
C -0.323 1.566 6.356
N 0.093 2.278 5.330
C 0.105 1.419 4.278
C -0.311 0.153 4.661
N -0.579 0.261 6.001
C -0.363 -0.943 3.759
C -0.709 -2.256 4.111
C -0.716 -3.225 3.140
C -0.407 -2.883 1.817
N -0.063 -1.653 1.434
C -0.021 -0.690 2.407
C 0.426 0.619 2.003
N 0.796 0.763 0.703
C 1.325 1.928 0.332
C 1.474 3.014 1.201
C 1.051 2.896 2.507
C 0.517 1.671 2.938
H -1.260 3.690 13.421
H -0.365 2.311 12.737
H -2.148 2.405 12.565
H -1.078 1.085 10.897
H -0.730 0.163 8.694
H -0.312 4.115 7.065
H -0.644 5.052 9.328
H -0.940 -0.445 6.618
H -0.962 -2.496 5.134
H -0.971 -4.250 3.359
H -0.469 -3.630 1.049
H 1.631 2.020 -0.700
H 1.908 3.924 0.812
H 1.133 3.707 3.216
C 4.315 -0.272 -3.064
N 4.243 -0.029 -1.632
C 5.481 0.309 -0.937
C 3.125 -0.135 -0.946
O 1.982 -0.379 -1.439
H 5.077 -1.029 -3.250
H 4.602 0.646 -3.577
H 3.359 -0.624 -3.419
H 6.281 0.352 -1.672
H 5.722 -0.459 -0.202
H 5.395 1.286 -0.462
H 3.252 -0.002 0.131
N -3.710 1.062 0.597
C -2.437 0.644 0.689
N -2.002 0.028 -0.390
C -3.098 0.050 -1.274
C -3.281 -0.466 -2.563
C -4.504 -0.263 -3.167
C -5.548 0.427 -2.536
C -5.400 0.928 -1.263
C -4.164 0.719 -0.657
H -4.203 1.584 1.303
H -1.858 0.841 1.576
H -2.528 -1.019 -3.073
H -4.662 -0.658 -4.162
H -6.486 0.561 -3.056
H -6.197 1.455 -0.760
Cl -3.064 -5.341 -3.568
C -3.007 -4.419 -2.116
C -4.015 -4.508 -1.176
C -3.912 -3.709 -0.047
C -2.820 -2.871 0.083
N -1.842 -2.788 -0.827
C -1.935 -3.556 -1.904
H -4.854 -5.170 -1.331
H -4.676 -3.727 0.716
H -2.743 -2.217 0.940
H -1.173 -3.465 -2.652
Ge 1.539 -3.307 -1.164
C 3.439 -3.005 -0.812
C 3.827 -2.533 0.444
C 5.164 -2.390 0.775
C 6.142 -2.714 -0.157
C 5.773 -3.175 -1.409
C 4.433 -3.321 -1.733
C 1.213 -4.622 -2.583
C 1.704 -4.583 -3.888
C 1.536 -5.663 -4.741
C 0.869 -6.799 -4.312
C 0.376 -6.858 -3.021
C 0.549 -5.781 -2.169
H 1.084 -4.094 0.083
H 3.073 -2.299 1.194
H 5.446 -2.047 1.759
H 7.187 -2.622 0.101
H 6.531 -3.440 -2.131
H 4.172 -3.707 -2.710
H 2.210 -3.706 -4.256
H 1.929 -5.615 -5.746
H 0.739 -7.638 -4.981
H -0.140 -7.743 -2.675
H 0.169 -5.857 -1.155

Results
net charge	+2
HOMO (spin up / spin down)	-0.432 / -0.432	hartree
largest force on an atom	1.2	eV Å⁻¹

Results of the Mulliken charge analysis, in e, for atoms 1 through 4:
1 Ti 1.329
2 O -0.709
3 S 1.711
4 O -0.636

---

Below is a structure of composition C4H6N2S at a distorted geometry, with properties calculated with ωB97M-V/def2-TZVPD.

Geometry (Å):
C -1.191 -2.492 0.679
C -1.046 -1.041 1.002
C 0.958 -0.520 -0.487
C -0.642 1.138 0.074
H -0.598 -3.182 -0.187
H -1.672 -2.920 1.773
H -1.531 -0.472 2.171
H 1.296 0.299 -1.296
H 2.273 -1.721 -0.902
H -1.646 1.324 0.522
N -0.105 -0.066 0.302
N 1.488 -1.700 -0.315
S 0.233 2.283 -0.600

Results
HOMO	-0.321	hartree
largest force on an atom	5.1	eV Å⁻¹

Results of the natural (NBO) charge analysis, in e, for atoms 1 through 4:
1 C -0.456
2 C -0.069
3 C 0.262
4 C -0.085

---

Below is the ion C2H3N4O7 with charge -1 at a distorted geometry, with properties calculated with ωB97M-V/def2-TZVPD.

Geometry (Å):
O -2.050 -1.249 1.008
N -1.699 -0.309 0.382
O -2.306 0.259 -0.509
C -0.269 0.297 0.605
O -0.101 1.541 0.167
C 0.877 -0.711 -0.040
N 0.666 -0.889 -1.418
N 0.790 -0.009 -2.308
O 0.744 -0.271 -3.497
O 0.924 1.236 -2.075
N -0.019 0.271 2.171
O 0.237 -0.799 2.603
O -0.389 1.244 2.813
H 0.199 1.492 -0.746
H 0.568 -1.765 0.426
H 1.829 -0.339 0.418

Results
net charge	-1
HOMO	-0.193	hartree
structure (SMILES)	O=[N+]([O-])C(O)(CN=[N+]([O-])[O-])[N+](=O)[O-]
largest force on an atom	3.8	eV Å⁻¹

Results of the natural (NBO) charge analysis, in e, for atoms 1 through 4:
1 O -0.363
2 N 0.512
3 O -0.362
4 C 0.405

---

> largest force on an atom of number 2 (C65H56ClGeN8O5PSTi)?

1.2 eV Å⁻¹

---

> Among the records above, which one has the lowest largest force on an atom?

C11H19BO5Si

---

> largest force on an atom of number 2 (C65H56ClGeN8O5PSTi)?

1.2 eV Å⁻¹

---

> largest force on an atom of number 2 (C65H56ClGeN8O5PSTi)?

1.2 eV Å⁻¹